Entry 1:
{"formula": "C16H16F2N2O3S", "method": "ωB97M-V/def2-TZVPD", "elements": ["F", "H", "H", "N", "C", "C", "O", "H", "O", "H", "C", "C", "O", "C", "C", "H", "C", "H", "C", "F", "H", "H", "C", "S", "C", "C", "H", "N", "H", "C", "C", "H", "H", "H", "H", "H", "C", "C", "C", "H"], "positions_angstrom": [[-0.8786, -3.2352, -2.0964], [-2.5950, -1.4059, -2.8748], [0.5946, 2.0382, -0.2490], [-1.9080, -0.6670, -2.8955], [2.9343, -1.7474, -2.4394], [2.6542, -2.8118, -1.5973], [-0.2271, 0.2618, -4.5616], [-0.0739, 1.1627, -2.4317], [0.2466, 2.4916, 4.6191], [-1.2665, 3.2463, 2.5336], [-0.1997, 1.3102, -0.3023], [-2.1800, -0.6004, -0.4830], [-1.2578, -1.9402, -4.9216], [0.6862, 3.0955, 3.4253], [0.6168, -1.6956, -3.0611], [3.9420, -1.3715, -2.5107], [-0.5579, 0.8104, -1.5358], [-0.2353, 0.7064, 5.4021], [1.8994, -1.1928, -3.1716], [3.6474, -3.3545, -0.8792], [0.7453, 4.1663, 3.6264], [0.0738, 3.2799, 1.3644], [0.3703, -2.7588, -2.2127], [-0.7250, -0.9648, -4.0252], [-0.8625, 0.7488, 3.3241], [1.3795, -3.3369, -1.4636], [-0.8700, -0.3343, 3.1982], [-0.4035, 1.3757, 2.1017], [-2.3630, -0.4346, 1.6209], [-1.5553, -0.1540, -1.6398], [-0.2853, 2.8123, 2.2787], [1.1013, 0.6632, 4.2136], [2.0600, -0.3608, -3.8383], [1.6846, 2.7155, 3.1597], [1.1812, -4.1644, -0.8022], [-2.9556, -1.3494, -0.5504], [-1.8333, -0.0820, 0.7505], [0.1188, 1.1011, 4.4483], [-0.8318, 0.8836, 0.8714], [-1.8712, 1.0926, 3.6054]], "forces_ev_per_angstrom": [[0.1221, -0.0678, 0.0305], [0.0317, -0.1454, -0.1485], [0.1020, 0.0501, 0.0200], [0.2096, -0.1879, -0.8123], [0.0405, -0.1163, 0.0676], [-0.2079, 0.1432, -0.1537], [0.0924, 0.1705, 0.2699], [0.0814, 0.1387, -0.0164], [-0.0756, 0.0843, 0.1097], [0.0478, 0.0318, -0.0680], [-0.1033, -0.0317, 0.0561], [0.0811, 0.0055, -0.4054], [-0.2100, -0.1804, 0.1439], [-0.0840, 0.1812, -0.3357], [-0.7708, 0.2840, -0.4397], [0.0919, 0.0266, 0.0004], [-0.1565, 0.1000, 0.1431], [0.0292, -0.0443, -0.0746], [0.0476, -0.0502, 0.0639], [-0.0662, 0.0222, -0.0402], [0.0266, -0.0477, -0.0689], [-0.0093, 0.0198, 0.0346], [0.1932, -0.1184, 0.1568], [0.1575, -0.5090, 0.1905], [0.2635, 0.0823, 0.2103], [-0.0302, 0.0794, -0.0821], [-0.0418, 0.0125, 0.0275], [0.1804, 0.0153, 0.3355], [-0.0338, -0.0155, 0.1007], [0.2010, 0.3678, 0.6380], [0.2029, 0.1357, 0.2590], [-0.0973, -0.0002, 0.0246], [0.0950, 0.1084, -0.0367], [-0.0724, 0.0547, -0.0060], [-0.0337, -0.0682, 0.0613], [-0.0863, -0.1116, 0.0094], [0.0726, 0.1932, 0.1585], [-0.2002, -0.3267, -0.0765], [-0.0839, -0.2032, -0.3278], [-0.0068, -0.0828, -0.0193]], "mulliken_charge": [-0.338, 0.309, 0.389, -0.315, -0.703, 0.424, -0.664, 0.661, -0.373, 0.235, -0.562, -0.972, -0.716, -0.663, -0.079, 0.453, -0.417, 0.364, -0.221, -0.312, 0.349, 0.392, 0.559, 1.223, -0.770, -0.709, 0.472, 0.218, 0.439, 0.153, -0.502, 0.362, 0.509, 0.344, 0.485, 0.322, -0.430, -0.786, 0.490, 0.382], "gap_ev": 8.39, "smiles": "O=S(=O)(Nc1ccc(N2CCOCC2)cc1)c1ccc(F)cc1F", "total_charge": 0, "largest_force_ev_per_a": 0.932}

***

Entry 2:
{"formula": "C16H16F9IO9S", "method": "ωB97M-V/def2-TZVPD", "elements": ["F", "O", "H", "H", "O", "C", "O", "S", "H", "C", "C", "H", "C", "F", "H", "F", "F", "O", "H", "C", "H", "H", "C", "C", "H", "C", "O", "F", "C", "H", "H", "H", "H", "O", "O", "F", "O", "C", "C", "C", "O", "H", "C", "I", "C", "H", "F", "F", "C", "H", "C", "F"], "positions_angstrom": [[4.4982, -4.7398, 5.5014], [-0.4155, -3.7634, 0.0951], [-0.5203, -4.7117, 2.9338], [-3.8008, 6.5788, -0.4975], [0.8361, -3.1071, -1.6620], [-1.6290, -3.3677, 0.6261], [-3.1263, 4.7597, 0.0477], [-3.5903, -1.3220, 0.2676], [5.1822, 2.7201, -5.0696], [-4.0157, 5.5495, -0.7749], [1.8738, 2.5445, -4.0872], [-4.3022, -1.8967, -0.7127], [-5.4627, 5.2005, -0.5112], [1.0082, 2.4878, -6.3133], [0.1853, -4.0565, 4.4193], [3.7384, -5.0153, 7.5055], [4.2648, -6.7377, 6.3069], [2.6878, 3.5024, -4.4939], [1.0931, -3.9805, 2.9043], [-2.8825, 3.5309, -0.3757], [4.1919, 4.7228, -3.9346], [3.5893, 3.6893, -2.6335], [3.8701, 3.7144, -3.6857], [1.0177, -5.9401, 3.7791], [-5.6955, 5.3161, 0.5475], [0.4065, -4.5894, 3.4946], [1.9906, 1.8419, -3.1274], [-2.2426, 3.0132, 1.8652], [0.6516, 2.4633, -5.0297], [5.8454, 2.9289, -3.4402], [-3.7494, 5.4095, -1.8220], [1.2325, -6.4765, 2.8578], [-5.6765, 4.1723, -0.8000], [-3.3027, 3.0028, -1.3626], [-2.1428, -3.9471, 1.5218], [-0.6650, 3.3343, 0.4148], [2.3056, -5.8167, 4.4317], [-1.1713, -1.8734, -1.0383], [3.7264, -5.5105, 6.2735], [-1.8955, 2.8336, 0.5887], [1.3205, -5.4855, 6.4390], [4.6206, 1.6920, -3.7459], [-2.0927, -2.1504, -0.1166], [-1.0794, -0.3632, -2.3949], [4.9432, 2.6992, -4.0062], [0.3668, -6.5575, 4.3970], [-1.8583, 1.5299, 0.3394], [-0.0228, 1.3349, -4.8030], [2.2795, -5.5889, 5.7325], [-6.1105, 5.8618, -1.0860], [-0.1062, -2.9320, -0.9660], [-0.1699, 3.4950, -4.7998]], "forces_ev_per_angstrom": [[0.0088, 0.0153, -0.0098], [-0.0157, -0.0009, -0.1321], [0.0929, -0.0329, 0.0685], [0.0476, -0.0360, 0.0620], [-0.0500, 0.0689, 0.1029], [-0.0029, 0.2189, -0.0736], [0.0398, -0.0619, 0.0202], [-0.0258, 0.0325, 0.0817], [0.0385, 0.0420, 0.0152], [-0.1350, 0.2027, -0.1406], [0.0204, 0.0502, 0.0112], [0.0147, 0.0028, -0.0412], [0.0295, -0.1369, 0.0908], [0.0076, -0.0014, -0.0147], [-0.0324, -0.0483, 0.0081], [-0.0080, -0.0017, 0.0182], [0.0064, -0.0209, -0.0085], [-0.0644, -0.0358, -0.0156], [-0.0243, -0.0356, -0.0508], [0.0093, 0.0489, -0.0206], [-0.0615, -0.0054, -0.0631], [-0.0623, -0.0695, -0.0244], [0.2288, 0.1034, 0.1420], [-0.2192, -0.0853, -0.1743], [-0.0116, 0.0548, -0.0142], [0.1039, 0.1183, 0.1067], [-0.0203, 0.0119, -0.0159], [-0.0100, -0.0034, 0.0134], [0.0267, -0.0390, 0.0364], [0.0041, 0.0139, 0.0017], [0.0168, -0.0907, 0.0225], [0.0793, 0.0124, 0.0223], [0.0071, 0.0189, -0.0467], [0.0160, -0.0002, 0.0245], [-0.1649, -0.0890, 0.0843], [0.0208, 0.0112, -0.0004], [0.0460, 0.0106, 0.0596], [0.0600, -0.1034, 0.0164], [-0.0284, 0.0184, 0.0046], [-0.0418, 0.0040, -0.0459], [0.0304, 0.0088, -0.0048], [0.0051, 0.0184, 0.0483], [0.0028, -0.1750, 0.0187], [0.0453, -0.0388, -0.1153], [-0.0994, -0.1020, -0.0950], [0.0410, 0.0424, 0.0745], [0.0392, 0.0060, 0.0890], [-0.0333, 0.0521, -0.0750], [-0.0077, -0.0298, -0.0329], [0.0034, 0.0142, -0.0007], [0.0416, 0.0210, -0.0298], [-0.0145, 0.0208, 0.0020]], "mulliken_charge": [-0.249, -0.288, 0.180, 0.318, -0.495, 0.553, -0.317, -0.130, 0.307, -0.207, 0.321, 0.162, -1.095, -0.248, 0.345, -0.239, -0.255, -0.323, 0.313, 0.332, 0.319, 0.318, -0.212, -0.339, 0.304, -0.805, -0.484, -0.259, 0.917, 0.367, 0.314, 0.317, 0.312, -0.503, -0.532, -0.267, -0.322, 0.008, 0.909, 0.873, -0.510, 0.319, -0.014, 0.312, -1.097, 0.329, -0.127, -0.217, 0.334, 0.369, 0.346, -0.265], "gap_ev": 8.63, "smiles": "O=C1OC(=O)C(I)=C1S.CCOC(=O)C(F)(F)F.CCOC(=O)C(F)(F)F.CCOC(=O)C(F)(F)F", "total_charge": 0, "largest_force_ev_per_a": 0.293}

***

Entry 3:
{"formula": "C16H16N2O2", "method": "ωB97M-V/def2-TZVPD", "elements": ["O", "C", "C", "C", "H", "H", "H", "H", "C", "H", "C", "C", "C", "H", "C", "N", "H", "C", "H", "C", "H", "C", "H", "H", "H", "C", "C", "N", "C", "H", "C", "H", "H", "C", "H", "O"], "positions_angstrom": [[-0.9919, -2.2477, 0.5142], [-2.7243, 1.5270, -0.0968], [-0.6827, 1.4282, -0.8035], [-2.3296, -0.1926, -1.6797], [-2.2755, -0.4455, 1.5213], [-3.7368, 1.5458, 0.1204], [-1.4461, -0.9646, -1.8496], [3.7623, 1.7329, 1.3888], [-2.2228, -1.5097, 0.8440], [3.1324, -1.9475, -1.9730], [4.5828, 0.8764, -0.2869], [2.4982, 0.0422, 0.5450], [0.0502, -1.3634, 0.7312], [-4.6587, -1.4892, 0.3095], [3.2659, -1.1021, -1.2824], [-1.8690, 0.9056, -0.8391], [5.2136, -0.5558, -1.8075], [4.5032, -0.4281, -1.2191], [5.6580, 1.3619, -0.4032], [3.5649, 1.0692, 0.5064], [-0.5269, -0.0489, 2.4740], [2.2744, -0.8255, -0.3797], [0.8274, -2.3003, -0.7594], [-3.0542, -0.2443, -2.2620], [-2.9993, -2.1205, -0.9237], [1.0054, -1.7064, -0.0572], [1.4755, 0.5816, 1.6276], [-2.0446, 2.9204, 0.2943], [-2.8676, -1.2450, -0.4983], [-0.0984, 3.3329, -0.0825], [0.2899, -0.2508, 1.4815], [-2.8535, -2.0332, 1.5829], [1.6332, 1.1306, 2.3551], [-0.8983, 2.5856, -0.0444], [0.1177, 1.1329, -1.4445], [-4.2916, -0.8735, -0.1853]], "forces_ev_per_angstrom": [[-2.4702, 2.8064, 3.1216], [1.0706, 7.5544, 2.1887], [1.7672, 1.8642, 0.1060], [8.6553, -5.4814, 10.3932], [1.3822, -2.5200, -2.1751], [-1.6018, -1.1254, -0.3581], [-1.2360, 2.3908, -0.8521], [-0.9914, -0.2428, -1.0201], [-0.3550, 2.3205, 1.1134], [0.1814, 0.4088, 0.2156], [4.3855, -3.8850, -4.8402], [-0.1806, 9.9345, 6.5575], [0.2625, -1.1548, -0.7783], [-2.5432, -4.6893, 3.6267], [3.9253, -0.4636, -1.8378], [-3.2243, -2.5368, -2.6213], [6.2546, -1.5283, -5.2248], [-8.7978, 4.1106, 6.5080], [-2.7482, -0.5041, 0.7250], [-0.2147, -0.9152, 2.7044], [2.1767, -0.4129, -3.1839], [-4.8710, -5.0075, 1.0760], [-1.3837, -5.6949, -5.5276], [-6.1860, 1.0333, -5.6914], [-0.0407, -4.4094, -2.5549], [7.7314, 5.9834, -0.4542], [-3.4551, -12.3015, -11.1402], [-6.0678, -5.1462, 0.9557], [-3.1994, 3.7289, 1.6860], [0.0648, -0.1092, 0.6577], [-0.9617, 4.9541, 8.1914], [0.0604, -0.7847, -1.0654], [1.5584, 5.5404, 6.5048], [6.9234, 1.3933, -2.8409], [0.3166, -0.2116, 0.0147], [3.8124, 5.1008, -4.1802]], "mulliken_charge": [-0.468, -0.315, -0.271, -1.011, 0.155, 0.516, 0.262, 0.231, -0.414, 0.344, -0.311, 1.141, 0.249, 0.282, -0.574, 0.361, 0.637, -0.908, 0.249, -0.985, 0.080, 0.589, 0.750, 0.517, 1.094, -0.216, -1.753, -0.672, -0.712, 0.437, -0.094, 0.435, 0.912, -0.596, 0.617, -0.556], "gap_ev": 7.96, "smiles": "O[C@H](COc1ccc2ccccc2c1)Cn1ccnc1", "total_charge": 0, "largest_force_ev_per_a": 16.952}

***

no.,LUMO energy (Ha)
1,0.019
2,-0.043
3,0.010